[1]
{"formula": "C16H31CoNP2", "method": "ωB97M-V/def2-TZVPD", "multiplicity": 4, "lumo_ev": [0.5, 0.3], "s_squared": 3.782, "homo_ev": [-2.94, -5.60], "relative_energy_kcal_mol": 186.1, "total_energy_ev": -74777.0500, "species": ["H", "H", "P", "C", "C", "C", "C", "H", "H", "H", "H", "H", "H", "H", "H", "C", "P", "H", "C", "H", "H", "H", "H", "H", "Co", "H", "H", "H", "C", "H", "H", "H", "H", "H", "H", "C", "H", "H", "H", "C", "C", "C", "C", "H", "C", "C", "H", "C", "N", "C", "H"], "coordinates": [[-0.830648, -0.920225, 3.471087], [1.056334, -0.822392, -0.131246], [0.277557, -2.189105, 1.613691], [-0.876645, -3.493044, 1.177529], [0.172895, -0.553347, 0.467192], [-1.877333, 0.828975, -2.836805], [1.963855, -2.744267, 1.407329], [-0.307847, -2.618810, 3.771432], [-1.878455, -3.097435, 0.961314], [0.164980, 1.504095, -0.065481], [-0.951324, -4.188893, 2.026082], [1.701638, -1.087097, -4.064233], [-0.977997, -0.619058, -4.195593], [-0.706206, -0.641888, -0.181881], [2.098900, -3.156400, 0.400907], [1.052384, 3.499171, 2.104035], [-0.203409, 2.252486, 2.030362], [-2.864889, 0.811876, -2.348657], [1.573623, -0.627959, -3.066186], [0.861505, 4.249820, 1.331604], [0.919188, -1.371670, 3.828029], [1.571157, 1.091247, 0.918088], [2.044356, 3.070476, 1.947558], [2.664206, -1.915765, 1.567088], [-0.575484, 0.038490, 2.116180], [-1.352442, 2.256415, -1.263197], [1.163643, -2.278070, -1.694052], [-2.434455, -1.183626, -3.384919], [-1.492789, -0.632500, -3.221218], [-2.542096, 2.089235, 1.620112], [1.093921, 2.187807, -1.573925], [2.165782, -3.538319, 2.137555], [0.562574, 0.930116, -4.214339], [-0.503300, -4.046161, 0.308112], [2.075384, 1.423737, -3.466355], [-0.901682, 1.532004, -1.949872], [-1.263782, -2.046459, -1.550131], [2.583022, -0.630580, -2.617611], [0.997763, 3.968158, 3.091305], [-1.799316, 2.905070, 1.603851], [0.434655, 1.524304, -2.149412], [-0.686087, -1.391618, -2.214702], [0.488673, 0.946002, 0.811280], [-1.742304, 3.376112, 0.614351], [1.144592, 0.857579, -3.282709], [-0.362633, 1.392501, 3.647674], [-2.027119, 1.389900, -3.780090], [0.659476, -1.461416, -2.222399], [-0.319881, 1.158451, 4.811025], [0.009096, -1.678590, 3.307333], [-2.023041, 3.650664, 2.382896]], "forces_ev_per_a": [[0.2012, -0.8984, 0.5663], [0.1110, 0.2813, -0.0137], [-1.0938, 2.5541, -1.0971], [0.0575, -0.5606, 0.0694], [-0.3107, -2.0887, -0.3065], [-0.5854, -0.4885, -0.1678], [0.3370, -0.8291, 0.4032], [-0.2910, 0.1849, 0.4512], [0.3548, 0.1460, 0.1422], [0.2451, -0.5604, 0.2258], [-0.0879, 0.0636, -0.2074], [-0.0224, 0.0898, 0.2840], [-0.0646, -0.0837, 0.3947], [0.4647, 0.1152, 0.3335], [-0.0124, 0.1464, 0.1312], [0.5489, 1.3549, -0.3766], [-0.4020, -3.0186, 2.4382], [0.3342, 0.0401, -0.0550], [0.3558, 0.3286, -0.2813], [0.2343, 0.1666, -0.0228], [-0.0316, 0.0886, -0.0148], [0.0468, -0.1670, -0.2007], [-0.1027, 0.0147, 0.0772], [-0.2364, -0.1120, -0.0356], [-1.0290, 0.0534, -0.1340], [0.3001, -0.4683, 0.1431], [-0.2719, 0.4283, 0.2722], [0.3564, 0.1678, -0.0054], [-0.4286, 0.4734, -0.3281], [0.4507, 0.3884, -0.0172], [-0.4466, -0.3214, 0.0505], [0.2247, 0.1181, -0.1396], [0.0240, 0.0134, 0.3430], [-0.0316, 0.0454, 0.0615], [-0.3921, -0.1799, -0.0333], [1.1237, 0.8844, -1.0713], [0.3262, 0.1208, -0.2263], [-0.4051, -0.0658, -0.0545], [0.0901, -0.0088, -0.1630], [-0.3993, 0.7243, -0.0894], [-0.9220, 0.8433, -0.2813], [0.9001, -0.9606, -0.5853], [0.7733, 3.2562, 0.2088], [-0.2420, 0.0494, 0.1579], [0.4877, -0.3955, -0.5571], [-0.4302, -0.0206, -2.4114], [0.0990, -0.0753, 0.3919], [-0.9093, -0.7729, -0.7230], [0.4008, 0.5790, 1.6992], [0.4976, -1.5902, 1.1311], [-0.1971, -0.0538, -0.3768]]}



[2]
{"formula": "C16H31F3O3P2SSn", "method": "ωB97M-V/def2-TZVPD", "lumo_ev": -0.4, "homo_ev": -4.22, "relative_energy_kcal_mol": 72.5, "total_energy_ev": -66626.3358, "species": ["O", "H", "H", "H", "C", "C", "H", "C", "H", "F", "C", "H", "H", "C", "H", "H", "H", "H", "F", "H", "O", "C", "Sn", "O", "H", "H", "H", "H", "H", "C", "H", "H", "C", "H", "C", "H", "H", "H", "P", "S", "H", "C", "C", "H", "C", "F", "C", "C", "C", "H", "H", "C", "H", "H", "H", "P", "H"], "coordinates": [[-1.702307, -0.033644, 5.136122], [3.206533, 0.365513, -4.224953], [-0.200259, -3.874101, -1.297311], [3.580133, 0.850502, -2.541427], [-1.065125, -1.392915, -2.825945], [-1.007868, 0.273250, 0.484702], [-0.555440, 1.452050, -4.022255], [-1.188864, -1.279386, 0.372511], [-1.512220, -4.122254, -0.112672], [0.850590, 2.623782, 6.052422], [3.008690, 0.150066, -3.164811], [-0.324670, 0.467338, 1.320336], [-4.000968, -1.818814, -0.430300], [1.980040, 0.714531, -0.168875], [-1.843372, -4.314164, -1.857296], [-3.879534, -2.801421, -1.919325], [0.879227, 2.505536, -3.819244], [1.177828, 2.047712, -1.470665], [-0.607250, 1.654838, 7.375389], [1.032933, -2.083325, -2.573775], [-1.741440, 2.428949, 4.730319], [1.248293, -1.650851, 0.082836], [-1.342680, 3.160337, 2.667604], [-0.032006, 1.066524, 3.638503], [0.012091, -2.734809, 1.549958], [-1.205130, 0.759843, -1.611429], [0.341281, 4.871227, 4.033672], [-2.025037, -1.549443, 1.041525], [1.025070, 4.552981, 2.409933], [-1.278261, -3.734608, -1.115406], [1.744242, -0.230667, 1.711834], [2.737958, 1.489348, -0.032561], [2.064334, -0.450946, 0.675365], [-1.983929, 0.699374, 0.788902], [0.151214, 1.484188, 6.272896], [0.890886, 1.213960, -5.049648], [1.903276, -2.530833, -0.067533], [0.882198, -1.301068, -0.893815], [-1.742948, -1.977635, -1.217007], [-0.942321, 1.132714, 4.797287], [-3.798515, -1.016413, -2.024745], [0.543128, 1.483329, -4.042267], [0.462292, -1.292129, -3.088155], [-1.438700, -2.132316, -3.558016], [0.036516, -1.982233, 0.762610], [1.024373, 0.478421, 6.476609], [-3.524667, -1.889392, -1.415597], [0.544123, 4.092642, 3.287905], [0.980092, 0.987080, -1.199696], [1.210388, 3.330186, 3.715256], [3.326792, -0.877898, -2.941498], [-0.557679, 1.026010, -0.760962], [0.636438, -1.489688, -4.158469], [-1.576871, -0.452893, -3.091194], [-0.778487, 2.090759, -0.567027], [1.256460, 0.329796, -2.853520], [3.119129, -0.768938, 0.732901]], "forces_ev_per_a": [[0.3189, 0.6803, -0.1401], [-0.0227, -0.1550, 0.1888], [-0.4592, 0.2267, 0.2143], [-0.3242, -0.2007, 0.1298], [-0.1152, -0.2190, -0.9639], [-0.8782, -0.0780, -0.3937], [0.3507, 0.0108, 0.0808], [1.7195, 0.7540, 2.2770], [0.1832, 0.3309, -0.2918], [-0.4734, -0.8498, 0.2661], [0.2503, -0.0651, -0.6168], [-0.0479, -0.2804, -0.3170], [0.1670, 0.0083, -0.2261], [0.5233, 2.1642, -1.1414], [0.0078, 0.1070, -0.0750], [-0.1463, 0.3345, 0.1038], [-0.0750, -0.3297, 0.0524], [0.0042, -0.2536, 0.0409], [0.5808, -0.1954, -0.7485], [-0.1977, 0.5139, -0.0826], [0.6051, -1.1173, -0.1937], [0.9944, 0.8193, 0.0025], [0.9352, -0.0936, 0.1670], [-1.1707, 0.4265, 0.7735], [-0.2032, 0.1186, -0.2270], [-0.1137, 0.1340, 0.1406], [0.0793, -0.1079, -0.0775], [0.1588, -0.1354, -0.2061], [-0.1125, -0.1259, 0.3063], [-0.2657, -0.1661, -0.2699], [-0.0511, -0.5693, -0.1275], [-0.2340, -0.0417, -0.1135], [0.5816, -1.6223, 0.4391], [0.1579, 0.0326, -0.2386], [0.3187, 0.2203, 0.1670], [-0.2388, 0.2256, 0.0943], [0.0206, 0.2580, -0.1350], [0.7183, -0.1535, 0.0112], [0.8694, -0.1972, -0.0248], [0.1814, 0.1017, 0.0841], [0.0225, -0.2043, 0.2521], [0.0648, -0.1603, -0.9271], [0.1335, -0.5368, -1.0586], [0.0267, 0.1656, 0.2028], [-2.0977, -1.5802, 1.2928], [-0.7337, 0.7248, -0.1216], [-0.6912, -0.3889, -0.7096], [-0.1614, 0.0002, -0.2904], [-0.2972, 1.8083, 1.9665], [-0.2588, 0.3110, -0.1992], [-0.0785, 0.3952, 0.0650], [0.1489, 0.5076, -0.6775], [-0.2711, -0.1599, 0.0846], [0.1636, -0.3723, 0.1783], [0.1910, -0.2395, -0.0915], [-0.7082, -0.7375, 0.8321], [-0.0504, -0.0435, 0.2725]]}



[3]
{"formula": "C16H31FeNOP2", "method": "ωB97M-V/def2-TZVPD", "multiplicity": 5, "lumo_ev": [0.4, 0.2], "s_squared": 6.036, "homo_ev": [-5.02, -8.10], "relative_energy_kcal_mol": 0.0, "total_energy_ev": -73594.0307, "species": ["H", "H", "C", "H", "H", "C", "C", "O", "H", "H", "H", "H", "H", "C", "H", "H", "H", "H", "C", "H", "H", "H", "C", "C", "P", "C", "H", "H", "H", "C", "C", "N", "H", "C", "C", "H", "H", "C", "H", "H", "H", "C", "Fe", "C", "P", "H", "H", "H", "H", "C", "H", "H"], "coordinates": [[2.559571, -1.305486, 1.749899], [-1.419468, -2.047781, -3.177068], [-0.756741, 1.788080, -3.205437], [-0.752766, -3.665303, 2.652189], [-1.650058, 2.816429, 0.911462], [1.270873, 0.848157, -4.431663], [1.855545, -2.147987, 1.717280], [-0.145565, 1.055563, 7.712589], [0.360824, -1.172310, -0.380646], [0.238828, -2.989267, 4.134423], [-1.986289, 2.904131, 2.678248], [1.428220, 0.905000, 0.391881], [-1.144363, 2.555332, -2.525108], [1.668916, -0.533414, -3.887987], [-2.640077, 0.830682, -3.164202], [-1.988013, -2.596065, 1.954430], [1.866586, -2.627568, 0.730904], [1.220444, 2.461350, -2.967650], [-0.741112, -1.290080, -3.584537], [2.170065, -1.078223, -4.705743], [0.921323, 3.555246, 1.323986], [0.953977, -1.754015, 5.217982], [-1.421782, -0.334515, -4.521670], [0.564868, -1.364042, -3.297990], [-0.057861, 1.522416, 2.194737], [-1.838668, 1.006172, -3.895764], [-0.809768, -1.955201, 5.157178], [2.104327, -2.861603, 2.512238], [0.704342, 3.618031, 3.110834], [-1.702801, 2.244483, 1.848602], [0.109315, -1.977661, 4.547169], [-0.103875, 0.730085, 5.340829], [-0.830809, -0.145034, -5.421067], [0.337456, 0.829881, 0.514087], [0.557740, 1.734584, -3.451071], [-2.342868, -0.825590, -4.869714], [0.710133, 0.723457, -5.361163], [-0.150770, -0.609674, 0.410604], [-0.131863, 1.478258, -0.238383], [2.051644, 2.677270, 2.412091], [2.201778, 1.362245, -4.713894], [1.010759, 2.990850, 2.263092], [0.053290, -0.144528, 3.594439], [-0.953858, -2.951916, 1.846849], [0.161651, -1.547924, 1.970564], [-2.308534, 1.609537, -4.690690], [-2.449233, 1.445928, 1.755703], [2.442461, -0.409811, -3.116430], [0.927658, -2.182369, -2.665304], [-0.122148, 0.904819, 6.524590], [-1.234257, -0.670380, 0.227140], [-0.769065, -3.410241, 0.867147]], "forces_ev_per_a": [[-0.1794, -0.2462, -0.0694], [0.3528, 0.2487, 0.2131], [0.3403, 0.4460, -0.4118], [-0.0949, 0.1025, -0.3727], [-0.1378, -0.0659, 0.2517], [0.4488, 0.0308, -0.3144], [-0.1753, -0.3635, 0.0180], [0.0463, -0.0333, -1.0394], [-0.2810, 0.4007, -0.3649], [0.0855, 0.2522, 0.4119], [-0.0472, -0.1557, -0.2148], [-0.2192, -0.1189, -0.0356], [0.3180, -0.2362, -0.0713], [0.2280, 0.2227, 0.1532], [0.1020, -0.0550, -0.1025], [0.3056, -0.1336, -0.2005], [0.3683, -0.0387, 0.2050], [-0.3575, -0.2749, 0.1839], [0.3982, -0.4608, 0.1294], [-0.1885, -0.0371, 0.2384], [0.1213, 0.0293, 0.2612], [-0.1637, -0.2520, 0.0113], [-0.4403, 0.0064, -0.3387], [-0.3955, -0.4176, -0.4803], [-0.0479, 1.5952, -2.2935], [-0.2262, -0.2425, 0.1423], [0.2059, -0.0686, -0.1879], [0.0717, 0.1444, -0.2693], [0.1407, -0.1355, -0.2235], [-0.0119, 0.1615, 0.1319], [0.4157, -1.1881, 0.8414], [-0.1564, 0.8437, 0.8815], [-0.2074, -0.1999, 0.2096], [0.0053, 0.3015, 0.2525], [-0.3479, 0.4421, 0.1365], [0.2085, 0.1473, 0.0187], [0.1982, 0.1813, 0.2334], [0.2030, -1.0209, -0.6029], [0.2368, -0.2053, 0.0060], [-0.2389, 0.1213, -0.0357], [-0.2047, -0.1459, 0.0048], [0.0050, 0.3021, -0.1420], [-0.0263, 0.0024, 4.5283], [0.1112, -0.4664, -0.3225], [-0.4434, 0.1872, -2.1174], [0.1858, 0.0242, 0.2510], [0.1490, 0.2044, 0.0124], [-0.1026, 0.0605, -0.0996], [-0.3107, 0.2508, -0.0644], [-0.0779, -0.0838, 0.5232], [0.2539, 0.1254, -0.0434], [-0.4227, -0.1882, 0.1678]]}



[4]
{"formula": "C16H31FeNP2", "method": "ωB97M-V/def2-TZVPD", "multiplicity": 5, "lumo_ev": [-0.5, -0.5], "s_squared": 6.041, "homo_ev": [-3.69, -6.31], "relative_energy_kcal_mol": 6.1, "total_energy_ev": -71542.4663, "species": ["C", "C", "C", "C", "H", "H", "H", "H", "H", "H", "H", "H", "H", "H", "H", "H", "C", "H", "H", "H", "H", "H", "H", "P", "Fe", "H", "H", "N", "H", "C", "C", "H", "P", "C", "C", "H", "C", "H", "H", "H", "H", "H", "C", "H", "C", "C", "C", "H", "C", "H", "C"], "coordinates": [[-1.105885, -4.264340, -2.521069], [-0.853256, 1.364521, -6.453158], [-1.893568, 0.389839, -6.967949], [0.132679, 1.908736, -0.083569], [-1.204863, -5.003352, -1.716418], [0.976723, -1.736625, -8.294364], [2.134015, 4.460117, -1.068190], [-0.079358, 3.036025, -3.723718], [-0.738706, -4.750122, -3.436211], [-2.076377, -3.793491, -2.736867], [1.710140, -4.564952, -1.114788], [1.173361, 0.346764, -3.060890], [-1.260717, -2.226118, -0.171375], [-2.821113, 0.515030, -6.375750], [1.873060, -1.689900, -5.623353], [0.446513, -2.052629, 0.233450], [-1.585063, 3.825345, -1.366549], [-1.164570, -1.515369, -7.808923], [1.065110, 4.509092, 0.349347], [-1.231354, 2.270136, -5.961542], [2.518813, -1.025813, -7.856457], [1.709548, -4.513607, -2.912242], [1.535170, 2.680057, -3.096224], [0.074951, 3.167936, -1.326187], [0.421799, 0.409383, -5.383561], [-1.701650, 4.552684, -2.178794], [-0.315248, -3.689050, 0.274454], [0.197382, 1.068325, 0.728049], [-2.113053, 0.625230, -8.025607], [-0.285686, -2.720715, -0.232933], [-1.427136, -1.109772, -6.810899], [1.092855, 2.273497, -6.890403], [0.086332, -2.960175, -2.002177], [0.919028, 0.470742, -8.142681], [1.442468, -0.947304, -7.680804], [-0.521718, -1.905689, -4.932315], [0.467689, 2.429497, -2.988749], [0.691075, 5.492101, -1.081017], [-2.304608, 3.012565, -1.488167], [-0.598583, 0.456191, -2.956051], [1.725018, 0.983786, -8.692224], [-2.284478, -1.698957, -6.444338], [1.655540, -3.909728, -1.994696], [-1.770884, 4.324689, -0.406681], [0.302126, 0.944168, -3.377873], [1.088708, 4.529260, -0.746221], [0.473723, 1.380053, -7.018494], [0.094170, 0.322237, -8.850441], [-0.284478, -1.305062, -5.826709], [2.497486, -3.200911, -1.984495], [1.117273, -1.164229, -6.212777]], "forces_ev_per_a": [[0.0004, 0.0299, 0.3839], [-0.6637, 0.6722, -0.7561], [-0.1168, -0.3875, 0.0895], [0.1135, -1.6716, 1.7431], [-0.1856, -0.1022, -0.2570], [0.1126, 0.1400, 0.0173], [-0.2613, -0.1814, 0.0160], [-0.1247, 0.3868, 0.4978], [-0.1226, 0.1828, 0.2710], [0.2580, -0.2645, 0.1089], [0.1576, -0.0225, -0.2191], [-0.2254, 0.2698, 0.4555], [0.0876, -0.1486, 0.1118], [0.3703, 0.0426, -0.3757], [-0.2738, -0.1759, -0.1329], [-0.0630, -0.2018, -0.1091], [-0.5169, -0.0168, 0.7430], [-0.1405, 0.1009, 0.3750], [0.0413, 0.1291, -0.1492], [0.0934, -0.1078, -0.3394], [-0.0479, 0.1065, 0.1256], [0.0506, 0.2153, 0.2808], [-0.1988, 0.0378, -0.1241], [-0.2810, -0.3256, -1.4408], [1.1409, 1.3371, 3.3838], [0.2366, -0.2548, 0.0970], [-0.0408, 0.1420, 0.2761], [-0.1303, 1.8236, -1.7575], [-0.2584, -0.2389, 0.2024], [-0.1251, -0.2605, 0.0345], [-0.4357, 0.0063, -0.4913], [-0.3993, 0.0103, -0.1620], [0.1312, 0.8949, -1.2141], [0.3682, -0.6063, -0.6059], [-0.3298, 0.6119, -0.1719], [0.2130, 0.2038, -0.4540], [0.8861, -0.8465, -0.8109], [-0.0865, -0.2665, -0.0806], [0.0567, 0.0903, -0.0845], [0.2130, 0.3874, -0.1930], [-0.2833, -0.1903, 0.0341], [0.2135, 0.1404, -0.2830], [0.0760, -0.0937, 0.2937], [-0.1448, -0.0679, -0.2355], [0.0894, 0.1805, 1.4473], [0.5867, 0.2109, 0.5137], [0.2268, 1.0943, -0.6948], [0.0858, 0.0823, -0.0494], [-0.2534, -1.3708, 0.0227], [-0.2195, -0.3324, 0.0284], [0.1199, -1.3951, -0.3611]]}